# 1
DFT (ωB97M-V/def2-TZVPD) results for a structure of composition C26H48OP2Y at a distorted geometry.

* 2S+1: 1
* F_max: 4.89 eV/Å
* relative energy (zero: lowest compared OMol25 entry of this formula, charge and spin): 0.000 eV
* charge: +1

XYZ file:
```
78
C26H48OP2Y (ωB97M-V/def2-TZVPD)
Y 1.431 -0.235 0.648
C -0.504 -0.952 2.623
C -0.259 -2.154 1.898
C 1.710 -1.544 2.934
C 0.711 -0.588 3.279
C 1.097 -2.543 2.125
C -1.833 -0.365 2.920
H -2.571 -0.589 2.142
H -1.769 0.728 3.016
H -2.248 -0.752 3.872
C 0.845 0.411 4.363
H -0.132 0.837 4.620
H 1.506 1.237 4.078
H 1.261 -0.041 5.278
C 3.103 -1.551 3.441
H 3.115 -1.541 4.540
H 3.648 -0.660 3.092
H 3.662 -2.433 3.104
C 1.664 -3.875 1.802
H 1.392 -4.614 2.576
H 2.760 -3.826 1.762
H 1.294 -4.260 0.849
C -1.282 -2.964 1.186
H -1.505 -3.881 1.757
H -0.940 -3.283 0.191
H -2.221 -2.412 1.054
C -4.504 1.771 -0.811
C -5.076 1.035 -1.771
C -4.486 0.549 -3.072
C -3.149 1.177 -3.546
C -1.948 0.375 -2.987
C -2.118 -0.111 -1.591
C -2.123 0.935 -0.508
C -3.054 2.159 -0.686
H -5.236 0.727 -3.858
H -3.102 2.246 -3.292
H -4.384 -0.547 -3.043
H -2.711 2.753 -1.547
H -5.126 2.167 0.011
H -6.120 0.720 -1.657
H -2.947 2.804 0.201
H -2.362 0.439 0.446
H -2.810 -0.951 -1.425
H -1.105 1.350 -0.364
H -3.125 1.122 -4.652
H -1.853 -0.462 -3.700
P -0.241 1.108 -3.007
C -0.240 2.881 -2.776
C 0.250 0.807 -4.733
P -0.087 -1.125 -1.166
C 0.912 0.279 -1.975
C -0.574 -2.334 -2.474
C 1.673 -2.121 -0.984
H -0.142 3.161 -1.720
H -1.160 3.304 -3.194
H 0.609 3.290 -3.341
H 0.695 1.730 -5.128
H -0.623 0.544 -5.349
H 0.982 -0.006 -4.804
H 2.175 -2.066 -1.959
H 1.394 -3.159 -0.782
H 2.465 -1.833 -0.228
H 1.418 1.027 -1.285
H 1.687 -0.133 -2.643
H -0.488 -3.336 -2.035
H 0.102 -2.272 -3.333
H -1.615 -2.224 -2.803
C 3.119 2.911 2.797
C 3.770 2.102 1.688
C 5.135 1.567 2.068
O 2.943 1.041 1.231
H 2.983 2.323 3.718
H 2.145 3.315 2.501
H 3.760 3.757 3.079
H 3.887 2.755 0.812
H 5.079 0.904 2.944
H 5.589 1.003 1.247
H 5.802 2.393 2.332
```

# 2
DFT (ωB97M-V/def2-TZVPD) results for a cluster of 3 separate species, C26H49ClF3N6O7PS2 in total at a distorted geometry.

* 2S+1: 1
* energy: -102663.845 eV
* structure (SMILES): CCCCCCCCCC[C@@](C[C@@H](C)Cl)(O[C@](O)(F)CC(=O)F)[C@H](CCSc1nnco1)O[C@](C)(F)[PH2]=S.NC(N)=O.NC(N)=O
* F_max: 3.08 eV/Å

XYZ file:
```
95
C26H49ClF3N6O7PS2 (ωB97M-V/def2-TZVPD)
C -1.659 -0.085 8.182
C -2.848 -1.110 8.345
C -4.098 -0.779 7.437
C -4.236 -1.772 6.225
C -2.946 -1.896 5.352
C -2.491 -0.512 4.745
C -1.277 -0.673 3.733
C -1.600 0.027 2.348
C -0.948 -0.729 1.123
C 0.558 -0.301 0.896
C 1.096 -0.827 -0.525
C 2.624 -1.124 -0.549
C 3.647 0.055 -0.513
C 3.974 0.699 -1.929
Cl 3.392 1.301 0.784
O 0.210 -1.917 -0.875
C 0.576 -3.203 -0.572
O 1.477 -3.810 -1.469
F -0.615 -3.961 -0.792
C 0.962 -3.563 0.899
C 1.968 -4.768 0.829
O 3.113 -4.583 1.028
F 1.551 -6.044 0.587
C 0.607 0.287 -1.571
C 0.815 -0.267 -3.030
C 1.240 0.781 -4.109
S 1.504 -0.176 -5.693
C -0.208 -0.454 -6.195
N -0.733 -1.458 -6.872
N -2.067 -1.221 -6.962
C -2.344 -0.094 -6.335
O -1.185 0.432 -5.838
O 1.101 1.596 -1.318
C 0.148 2.613 -1.422
C -0.703 2.870 -0.151
F -0.732 2.510 -2.507
P 1.145 4.212 -1.730
S 0.045 5.819 -1.743
H -0.920 -0.138 9.014
H -2.088 0.933 8.041
H -1.093 -0.373 7.258
H -3.179 -1.041 9.413
H -2.485 -2.147 8.154
H -4.093 0.271 7.063
H -5.000 -0.884 8.089
H -4.447 -2.783 6.669
H -5.150 -1.522 5.627
H -3.205 -2.536 4.468
H -2.082 -2.325 5.913
H -2.188 0.219 5.527
H -3.383 -0.073 4.227
H -1.043 -1.761 3.591
H -0.385 -0.203 4.210
H -1.394 1.120 2.358
H -2.707 -0.100 2.218
H -1.591 -0.502 0.240
H -1.063 -1.815 1.331
H 1.208 -0.664 1.735
H 0.564 0.805 0.970
H 2.842 -1.689 -1.494
H 2.936 -1.830 0.263
H 4.620 -0.423 -0.234
H 5.083 0.821 -2.008
H 3.675 -0.047 -2.697
H 3.507 1.698 -2.048
H 1.232 -3.430 -2.336
H 0.086 -3.912 1.489
H 1.487 -2.779 1.472
H -0.502 0.309 -1.406
H -0.166 -0.690 -3.371
H 1.532 -1.120 -3.102
H 0.473 1.540 -4.362
H 2.206 1.294 -3.927
H -3.365 0.313 -6.236
H -1.366 2.005 0.098
H -0.022 3.024 0.720
H -1.324 3.791 -0.255
H 1.732 4.071 -3.021
H 2.241 4.292 -0.811
N -1.021 -6.016 -4.539
C -1.752 -4.976 -5.040
N -1.059 -4.123 -5.843
O -2.934 -4.826 -4.786
H -0.048 -6.159 -4.734
H -1.499 -6.666 -3.941
H -1.563 -3.346 -6.231
H -0.087 -4.229 -6.065
N 4.433 9.499 -2.686
C 3.614 8.451 -2.377
N 2.375 8.508 -2.936
O 3.969 7.534 -1.655
H 4.162 10.263 -3.277
H 5.356 9.491 -2.292
H 1.745 7.750 -2.728
H 2.064 9.251 -3.532
```

# 3
DFT (ωB97M-V/def2-TZVPD) results for a structure of composition C26H49GeN8O3STi.

* 2S+1: 2
* <S²>: 0.75
* F_max: 0.50 eV/Å
* relative energy (zero: lowest compared OMol25 entry of this formula, charge and spin): 0.112 eV
* charge: +2

XYZ file:
```
89
C26H49GeN8O3STi (ωB97M-V/def2-TZVPD)
Ti 0.444 0.529 0.305
C 3.152 -1.770 -0.767
C 2.209 -2.128 0.374
C 2.833 -1.747 1.707
C 1.919 -3.624 0.328
O 0.949 -1.382 0.209
Ge -0.878 -2.336 0.340
O -1.329 -2.185 -1.392
C -1.805 -3.280 -2.220
C -2.127 -4.512 -1.379
C -3.062 -2.788 -2.921
C -0.712 -3.614 -3.228
O -1.309 -0.394 0.714
C -2.676 -0.103 1.187
C -2.638 1.155 2.043
C -3.617 0.072 -0.001
C -3.208 -1.267 2.019
H 4.039 -2.402 -0.721
H 3.504 -0.741 -0.678
H 2.683 -1.927 -1.738
H 3.799 -2.242 1.811
H 2.211 -2.062 2.546
H 2.995 -0.670 1.775
H 2.858 -4.174 0.385
H 1.428 -3.904 -0.608
H 1.298 -3.946 1.163
H -2.877 -4.283 -0.618
H -1.235 -4.904 -0.885
H -2.527 -5.303 -2.012
H -3.854 -2.585 -2.197
H -3.429 -3.540 -3.619
H -2.865 -1.874 -3.484
H 0.204 -3.915 -2.714
H -0.488 -2.758 -3.866
H -1.024 -4.437 -3.871
H -2.055 1.949 1.575
H -2.222 0.960 3.031
H -3.654 1.525 2.186
H -3.441 0.999 -0.540
H -4.645 0.104 0.361
H -3.531 -0.771 -0.688
H -2.522 -1.546 2.815
H -3.419 -2.145 1.407
H -4.150 -0.961 2.476
C -0.580 0.266 -3.225
C 0.797 -0.153 -2.747
N 1.336 0.834 -1.760
C 1.451 2.201 -2.350
C 0.951 3.367 -1.481
S -0.295 2.987 -0.229
C -1.855 3.063 -1.137
C -1.935 2.121 -2.338
N -1.314 0.825 -2.095
H -0.514 1.006 -4.022
H -1.079 -0.600 -3.658
H 0.711 -1.105 -2.232
H 1.494 -0.267 -3.583
H 2.275 0.493 -1.586
H 2.499 2.395 -2.587
H 0.930 2.211 -3.302
H 1.773 3.813 -0.922
H 0.545 4.157 -2.113
H -2.609 2.841 -0.383
H -2.004 4.099 -1.442
H -2.984 2.045 -2.642
H -1.415 2.597 -3.170
H -1.956 0.135 -1.733
N -0.165 -0.969 3.490
C 0.123 0.328 3.557
N -0.134 0.944 4.701
C 0.266 2.210 4.784
N -0.087 2.931 5.838
N 1.076 2.810 3.868
C 1.243 2.135 2.773
N 0.674 0.940 2.464
C 2.263 2.602 1.801
C 3.055 3.705 2.066
C 4.136 3.963 1.238
C 4.394 3.083 0.202
C 3.525 2.023 -0.008
N 2.448 1.785 0.746
H -0.529 -1.415 4.316
H 0.046 -1.514 2.673
H -0.638 2.507 6.566
H 0.263 3.867 5.950
H 2.828 4.310 2.932
H 4.781 4.812 1.419
H 5.255 3.206 -0.440
H 3.730 1.337 -0.817
```

Q: Which of these has the highest F_max?
A: C26H48OP2Y

Q: The highest 2S+1 belongs to which entry?
A: C26H49GeN8O3STi

Q: 2S+1 of number 3 (C26H49GeN8O3STi)?
A: 2

Q: The highest F_max belongs to which entry?
A: C26H48OP2Y